Entry 1:
C55H38ClF4N16O3RbSSe | wB97M-V/def2-TZVPD

```
120
Properties=species:S:1:pos:R:3
Rb 0.7258 -0.1842 0.2936
Cl -1.2527 -7.2382 -2.1129
C -1.2872 -5.5737 -1.5591
C -1.6537 -4.5539 -2.4456
C -1.7127 -3.2539 -2.0118
C -1.4026 -2.8754 -0.6625
O -1.5396 -1.6807 -0.2622
C -0.9655 -3.9476 0.1972
C -0.5146 -3.7126 1.5561
N -0.1862 -2.5753 2.0284
C 0.3696 -2.4586 3.2992
C 1.2516 -3.3752 3.8283
C 1.8143 -3.2017 5.1087
C 1.4999 -2.1137 5.8693
C 0.6493 -1.1150 5.3420
C 0.3691 0.0838 6.0320
C -0.3715 1.0551 5.4299
C -0.8668 0.8144 4.1315
N -0.6729 -0.3019 3.4778
C 0.0955 -1.2671 4.0501
C -0.9467 -5.2699 -0.2666
H -1.8960 -4.8072 -3.4711
H -1.9767 -2.4591 -2.6998
H -0.4597 -4.6095 2.1937
H 1.5430 -4.2265 3.2259
H 2.5184 -3.9385 5.4780
H 1.9304 -1.9728 6.8545
H 0.7762 0.2272 7.0272
H -0.5703 2.0033 5.9124
H -1.4622 1.5687 3.6213
H -0.6310 -6.0633 0.4035
N 2.4867 3.0183 -1.1346
C 1.5572 3.2757 -2.0702
N 1.7823 4.2884 -2.9201
C 0.8203 4.4631 -3.8175
N 0.9883 5.4830 -4.7188
N -0.3095 3.7593 -3.9147
C -0.3974 2.7621 -3.0355
N 0.4865 2.4670 -2.1070
C -1.6046 1.8817 -3.1165
C -2.5263 2.0391 -4.1461
C -3.6262 1.1986 -4.1769
C -3.7619 0.2363 -3.1886
C -2.7816 0.1498 -2.2066
N -1.7255 0.9548 -2.1689
H 3.1867 3.7229 -0.9860
H 2.2151 2.4395 -0.3485
H 1.9434 5.7794 -4.8267
H 0.4598 5.3708 -5.5673
H -2.3575 2.8001 -4.8932
H -4.3647 1.2898 -4.9645
H -4.6039 -0.4445 -3.1763
H -2.8150 -0.5977 -1.4196
N 8.3080 3.3529 2.0633
C 7.0456 2.7501 2.1716
C 6.5353 1.9895 1.1188
C 5.3092 1.3600 1.2408
C 4.5843 1.4808 2.4188
C 5.0814 2.2307 3.4730
C 6.3098 2.8604 3.3506
S 2.9702 0.7572 2.5263
O 2.6639 0.5898 3.9228
O 3.0123 -0.4563 1.7319
N 2.0314 1.7796 1.7329
C 1.5621 2.9101 2.3160
N 2.0069 3.3504 3.5168
C 1.4005 4.4080 4.0301
C 0.3833 5.0957 3.3909
C 0.0749 4.6336 2.1167
N 0.6407 3.5748 1.5731
H 8.6028 3.5353 1.1181
H 8.4428 4.1472 2.6665
H 7.1076 1.8987 0.2013
H 4.9050 0.7656 0.4296
H 4.4880 2.3139 4.3739
H 6.7062 3.4501 4.1709
H 1.7607 4.7316 5.0047
H -0.1080 5.9497 3.8337
H -0.6569 5.1475 1.4982
F 1.8593 -3.0271 -3.7972
C 2.1054 -2.8490 -5.0957
C 2.3633 -3.9518 -5.8506
F 2.3605 -5.1416 -5.2412
C 2.6262 -3.8999 -7.2460
C 2.5495 -2.5897 -7.7848
C 2.2881 -1.4876 -7.0343
F 2.2639 -0.3060 -7.6634
C 2.0769 -1.5315 -5.6305
C 1.8896 -0.3770 -4.8408
C 1.9146 -0.3978 -3.4162
N 2.0242 -0.3600 -2.2698
C 1.7524 0.9301 -5.3934
N 1.6405 2.0093 -5.7861
F 2.7583 -2.4110 -9.0972
C 2.9385 -5.0342 -8.0212
C 3.0643 -6.3527 -7.4895
N 3.2021 -7.4464 -7.1494
C 3.2114 -4.9844 -9.4209
N 3.4586 -5.0268 -10.5473
C -8.6730 0.9300 4.0156
C -7.3505 0.4548 3.4688
C -6.4281 -0.1970 4.2748
C -5.1957 -0.6264 3.7865
C -4.2380 -1.3411 4.7060
C -4.8626 -0.3798 2.4442
Se -3.1146 -0.8587 1.8012
C -5.7990 0.2520 1.6116
C -5.4811 0.4799 0.1587
C -7.0211 0.6557 2.1327
H -8.7094 0.8185 5.0998
H -9.5057 0.3639 3.5899
H -8.8377 1.9828 3.7764
H -6.6726 -0.3834 5.3173
H -4.7034 -1.5373 5.6734
H -3.3284 -0.7577 4.8698
H -3.9220 -2.2871 4.2598
H -4.6116 1.1334 0.0514
H -6.3270 0.9261 -0.3660
H -5.2240 -0.4619 -0.3308
H -7.7367 1.1460 1.4776
```

Energy ... -6904.06983 hartree
Total charge ... -2
Frontier orbital gap (spin up / spin down) ... 4.64 / 5.59 eV

Entry 2:
C55H41AsClN7O11PS2Zr | wB97M-V/def2-TZVPD

```
120
Properties=species:S:1:pos:R:3
Zr -0.6253 0.4486 -0.1419
S 0.1958 -3.2830 0.9211
C 1.7277 -3.4923 0.2189
C 2.4164 -4.6982 0.4456
C 3.6867 -4.9105 -0.0469
C 4.3485 -6.1204 0.2532
N 4.8658 -7.1085 0.5232
C 4.3300 -3.9191 -0.8302
C 3.6552 -2.7209 -1.0641
C 2.3962 -2.5090 -0.5478
S 1.6969 -0.9012 -0.8130
C 5.6244 -4.1462 -1.3204
N 6.6902 -4.3450 -1.7038
H 1.9314 -5.4613 1.0364
H 4.1116 -1.9377 -1.6500
O -0.4049 2.7644 2.1046
N -0.5720 1.6015 2.7688
C 0.4928 1.0920 3.2725
C 1.8143 1.7113 3.2234
C 2.6540 1.6064 4.3301
C 3.8764 2.2444 4.3531
C 4.2654 3.0168 3.2697
C 3.4491 3.1187 2.1579
C 2.2221 2.4655 2.1111
P 1.2070 2.4400 0.5695
C 0.8067 4.2101 0.2656
C 1.2628 5.2479 1.0668
C 0.9649 6.5619 0.7480
C 0.2103 6.8586 -0.3741
C -0.2683 5.8294 -1.1685
C 0.0193 4.5154 -0.8445
C 2.6558 2.3930 -0.6295
C 2.6602 3.1064 -1.8240
C 3.7086 2.9936 -2.7205
C 4.7724 2.1549 -2.4483
C 4.7799 1.4294 -1.2701
C 3.7332 1.5453 -0.3765
H -1.5480 2.8079 0.9508
H 0.3640 0.1974 3.8685
H 2.3273 1.0179 5.1754
H 4.5279 2.1496 5.2110
H 5.2202 3.5213 3.2809
H 3.7766 3.6963 1.3035
H 1.8487 5.0313 1.9468
H 1.3301 7.3600 1.3786
H -0.0078 7.8850 -0.6341
H -0.8586 6.0528 -2.0474
H -0.3636 3.7078 -1.4588
H 1.8459 3.7752 -2.0675
H 3.6881 3.5649 -3.6385
H 5.5886 2.0645 -3.1492
H 5.6039 0.7708 -1.0383
H 3.7714 0.9804 0.5440
O 1.0438 -1.6077 -2.7624
C -0.1800 -1.7164 -2.5939
O -0.8510 -1.3479 -1.6110
H -0.7458 -2.2054 -3.4285
C -4.7894 4.5887 -0.4767
C -3.8641 3.8015 0.4410
C -3.0937 2.6988 -0.2521
N -1.9386 2.3233 0.1165
H -5.3572 5.3105 0.1064
H -5.4785 3.9169 -0.9816
H -4.2188 5.1265 -1.2304
H -4.4520 3.3222 1.2288
H -3.1293 4.4562 0.9151
Cl 1.7408 -0.4266 1.2323
O -4.5849 0.9359 -6.3700
N -3.3738 1.0327 -6.4979
O -2.8106 1.1309 -7.5757
C -2.5781 1.0519 -5.3186
C -1.1976 1.1673 -5.3995
C -0.4460 1.1839 -4.2371
C -1.0412 1.1601 -2.9353
O -0.3426 1.3323 -1.8816
C -2.4703 0.9793 -2.9085
C -3.1976 0.9207 -4.0720
N -3.2241 0.7746 -1.7120
O -2.5934 0.1264 -0.7180
O -3.7431 2.1100 -1.2468
N 0.9825 1.2035 -4.3468
O 1.6463 1.0249 -3.3470
O 1.4525 1.3904 -5.4558
H -0.7108 1.2240 -6.3620
H -4.2677 0.7857 -4.0273
O -1.1507 -0.6657 1.3346
As -2.4230 -1.6791 1.0629
C -4.0063 -0.5935 1.4294
C -3.7835 0.5113 2.2419
C -4.8528 1.3009 2.6339
C -6.1336 1.0056 2.1913
C -6.3472 -0.0830 1.3640
C -5.2878 -0.8943 0.9910
C -2.5873 -2.7396 2.7136
C -3.6360 -3.6362 2.9034
C -3.8065 -4.2519 4.1325
C -2.9518 -3.9513 5.1822
C -1.9279 -3.0349 5.0069
C -1.7460 -2.4327 3.7723
C -2.8356 -3.0134 -0.3425
C -3.4759 -2.6717 -1.5232
C -3.7711 -3.6529 -2.4568
C -3.4188 -4.9708 -2.2219
C -2.7947 -5.3146 -1.0349
C -2.5190 -4.3435 -0.0872
H -2.7644 0.7493 2.5573
H -4.6859 2.1379 3.2982
H -6.9649 1.6306 2.4848
H -7.3446 -0.3041 1.0160
H -5.4473 -1.7557 0.3529
H -4.3111 -3.8457 2.0781
H -4.6049 -4.9658 4.2745
H -3.0989 -4.4248 6.1426
H -1.2704 -2.7915 5.8298
H -0.9469 -1.7210 3.5925
H -3.7268 -1.6410 -1.7286
H -4.2710 -3.3832 -3.3759
H -3.6301 -5.7312 -2.9587
H -2.5116 -6.3394 -0.8453
H -2.0253 -4.6114 0.8395
```

Energy ... -7212.02969 hartree
Total charge ... -1
Frontier orbital gap ... 6.08 eV

Entry 3:
C55H41I4N14Pb | wB97M-V/def2-TZVPD

```
115
Properties=species:S:1:pos:R:3
Pb 0.1278 0.0961 0.7037
I 4.7105 6.7611 5.3948
C 4.2486 5.2051 4.0452
C 4.6603 3.9152 4.3242
C 4.3513 2.8900 3.4470
C 3.6455 3.1130 2.2504
C 3.2025 4.4371 2.0420
C 3.5074 5.4701 2.9077
C 3.2084 2.0510 1.3445
C 3.3175 0.6342 1.6538
C 4.3963 -0.0462 2.3387
C 4.1546 -1.3810 2.2339
C 2.9482 -1.5203 1.4684
C 2.4513 -2.7217 1.0003
C 3.0811 -3.9467 1.5714
C 2.6073 -4.3996 2.8009
C 3.1285 -5.5469 3.3792
C 4.1344 -6.2327 2.7205
I 4.9401 -7.9820 3.5919
C 4.6287 -5.7967 1.5044
C 4.0957 -4.6489 0.9338
C 1.4050 -2.9587 0.0657
N 0.3831 -2.1096 -0.2918
C -0.3976 -2.7606 -1.1767
C -1.7168 -2.1348 -1.5468
C -2.7625 -2.8949 -2.3371
C -2.6415 -4.0915 -2.9450
C -3.7273 -4.8522 -3.5005
C -4.9784 -4.8944 -2.9820
I -6.3429 -6.3208 -3.7579
C -5.4459 -4.1635 -1.8410
C -4.9869 -2.9357 -1.5446
C -1.6857 -0.7083 -2.2252
C -1.7156 -0.6315 -3.7201
C -0.8259 0.2863 -4.0922
C -0.1241 0.7550 -2.8717
N -0.5998 0.1340 -1.8205
C 0.8587 1.8026 -2.8953
C 1.6673 2.2336 -1.8453
C 2.6459 3.3259 -1.9718
C 3.2302 3.4594 -0.7695
C 2.6818 2.3962 0.0830
N 1.7602 1.6981 -0.6026
C 1.0096 2.5258 -4.1893
C 0.6627 3.8730 -4.2961
C 0.7958 4.5578 -5.4954
C 1.2745 3.8867 -6.6060
I 1.4598 4.9157 -8.4431
C 1.6353 2.5520 -6.5348
C 1.5046 1.8849 -5.3262
C 0.1300 -4.0447 -1.4278
C 1.2458 -4.1799 -0.6269
N 2.4745 -0.2688 1.1566
H 5.2087 3.6963 5.2303
H 4.6619 1.8980 3.7284
H 2.5581 4.6505 1.2022
H 3.1405 6.4666 2.7039
H 5.2845 0.3922 2.7593
H 4.7662 -2.1868 2.6066
H 1.8249 -3.8386 3.3000
H 2.7534 -5.8920 4.3327
H 5.4229 -6.3341 1.0048
H 4.4773 -4.2973 -0.0169
H -1.6714 -4.5449 -3.0597
H -3.4634 -5.5575 -4.2793
H -6.1693 -4.6456 -1.1957
H -5.2625 -2.4320 -0.6250
H -2.3879 -1.1957 -4.3464
H -0.6342 0.6062 -5.1023
H 2.8581 3.8843 -2.8685
H 4.0484 4.1114 -0.5085
H 0.2792 4.3889 -3.4249
H 0.5228 5.6025 -5.5584
H 2.0206 2.0382 -7.4049
H 1.8076 0.8476 -5.2540
H -0.2187 -4.8120 -2.0930
H 1.9011 -5.0331 -0.5710
N -4.1258 -0.7538 -2.4368
C -4.1131 -2.2139 -2.5256
C -2.4310 -1.7560 -0.2445
N -3.1282 -0.7032 -0.2744
C -3.0629 -0.1680 -1.6282
C -3.1712 1.3166 -1.7082
N -2.9656 2.1912 -0.7614
C -3.0913 3.4187 -1.3507
C -3.3908 3.2793 -2.6755
N -3.4490 1.9270 -2.8939
H -5.0279 -0.4372 -2.0972
H -4.4722 -2.4654 -3.5325
H -2.3730 -2.3952 0.6316
H -2.9308 4.3160 -0.7774
H -3.5823 3.9891 -3.4608
H -3.6186 1.4524 -3.7629
C -3.9715 1.4822 5.0881
N -3.4890 0.7481 3.9374
C -4.5028 0.0801 3.1591
C -2.2796 1.0501 3.3350
N -2.0451 0.9756 2.0881
N -1.2952 1.3746 4.2814
C -0.0585 1.9503 3.9413
N 0.9999 1.3491 4.6024
N -0.0300 3.0004 3.2286
H -4.2925 0.7989 5.8807
H -4.8293 2.1084 4.8119
H -3.1854 2.1284 5.4671
H -5.1618 -0.4592 3.8429
H -4.0303 -0.6313 2.4835
H -5.1113 0.7772 2.5670
H -2.8456 0.8556 1.4805
H -1.2279 0.6974 5.0278
H 0.9444 0.3359 4.6377
H 1.9040 1.6666 4.2902
H 0.9116 3.3297 3.0491
N 0.2519 -1.8046 3.7530
C 0.1292 -1.3112 2.7067
```

Energy ... -4270.73802 hartree
Total charge ... -1
Frontier orbital gap ... 5.18 eV

Entry 4:
C55H42GaN7OS3 | wB97M-V/def2-TZVPD

```
109
Properties=species:S:1:pos:R:3
Ga -0.6442 -1.0562 0.2468
C 0.7626 -3.1787 -3.3141
C 0.0687 -2.3030 -2.4714
N 0.1874 -2.3485 -1.1620
C 0.9975 -3.2730 -0.5816
C 1.7031 -4.2168 -1.3524
C 1.5717 -4.1322 -2.7524
C 2.4795 -5.2035 -0.6999
C 2.4933 -5.2244 0.6631
C 1.7947 -4.2746 1.4412
C 1.0624 -3.2646 0.8538
N 0.3190 -2.2697 1.4341
C 0.1366 -2.0300 2.7797
C 0.9053 -2.4133 3.8549
C 0.5263 -2.0871 5.1779
C -0.6051 -1.3804 5.4557
C -1.4049 -0.9228 4.3805
C -2.5876 -0.1720 4.5461
C -3.3013 0.2421 3.4533
C -2.8179 -0.0657 2.1758
N -1.7171 -0.7622 1.9936
C -1.0166 -1.2242 3.0649
H 0.6330 -3.1087 -4.3854
H -0.5986 -1.5495 -2.8695
H 2.1068 -4.8405 -3.3734
H 3.0282 -5.9291 -1.2847
H 3.0579 -5.9882 1.1816
H 1.8341 -4.3825 2.5119
H 1.8299 -2.9493 3.7160
H 1.1612 -2.4236 5.9869
H -0.8960 -1.1558 6.4729
H -2.9236 0.0652 5.5481
H -4.2172 0.8057 3.5569
H -3.3351 0.2547 1.2813
N -2.2514 -0.6776 -0.8614
S -2.7919 0.0702 -1.9834
N -1.7392 0.5915 -3.1501
S -1.1470 1.9410 -3.5646
N -0.1545 2.7295 -2.6453
S 1.1819 2.1027 -2.0099
N 1.0564 0.7485 -1.2922
C 2.3690 1.8266 -3.2842
C 2.5191 0.5364 -3.7771
C 3.4083 0.3327 -4.8196
C 4.1319 1.3980 -5.3413
C 3.9725 2.6788 -4.8290
C 3.0803 2.9052 -3.7934
C 1.7964 3.4663 -1.0788
C 2.7992 3.1530 -0.1713
C 3.3606 4.1811 0.5664
C 2.9197 5.4865 0.3876
C 1.9161 5.7761 -0.5271
C 1.3405 4.7607 -1.2756
C -2.3422 3.1921 -3.9256
C -3.1215 3.0091 -5.0629
C -4.1003 3.9430 -5.3533
C -4.2877 5.0344 -4.5130
C -3.4993 5.1990 -3.3830
C -2.5117 4.2751 -3.0770
C -0.3873 1.5673 -5.1179
C 0.3172 2.5931 -5.7384
C 0.9237 2.3354 -6.9542
C 0.8142 1.0751 -7.5328
C 0.0993 0.0671 -6.9023
C -0.5131 0.3065 -5.6804
C -3.7507 1.5005 -1.5299
C -4.9587 1.8114 -2.1420
C -5.6682 2.9145 -1.6906
C -5.1761 3.6831 -0.6439
C -3.9649 3.3612 -0.0462
C -3.2404 2.2631 -0.4850
C -3.8527 -0.9181 -3.0079
C -4.0965 -0.6215 -4.3437
C -4.9457 -1.4406 -5.0683
C -5.5373 -2.5414 -4.4577
C -5.2815 -2.8277 -3.1248
C -4.4343 -2.0131 -2.3875
H 1.9680 -0.2827 -3.3354
H 3.5491 -0.6650 -5.2136
H 4.8363 1.2262 -6.1446
H 4.5516 3.5012 -5.2263
H 2.9602 3.8985 -3.3809
H 3.1204 2.1278 -0.0350
H 4.1376 3.9620 1.2854
H 3.3610 6.2850 0.9686
H 1.5791 6.7952 -0.6588
H 0.5569 4.9680 -1.9900
H -2.9494 2.1726 -5.7293
H -4.7069 3.8270 -6.2409
H -5.0495 5.7659 -4.7475
H -3.6495 6.0516 -2.7346
H -1.8913 4.3877 -2.1998
H 0.3891 3.5710 -5.2784
H 1.4788 3.1176 -7.4539
H 1.2863 0.8818 -8.4870
H 0.0125 -0.9078 -7.3628
H -1.0754 -0.4640 -5.1716
H -5.3584 1.1986 -2.9377
H -6.6174 3.1611 -2.1475
H -5.7454 4.5314 -0.2867
H -3.5843 3.9572 0.7731
H -2.2979 2.0039 -0.0168
H -3.6270 0.2337 -4.8098
H -5.1445 -1.2254 -6.1096
H -6.1979 -3.1807 -5.0278
H -5.7388 -3.6885 -2.6566
H -4.2110 -2.2232 -1.3500
O -0.1686 1.7912 0.3476
C 0.1953 0.7412 -0.1599
```

Energy ... -5698.38717 hartree
Total charge ... +2
Frontier orbital gap ... 6.27 eV

Relative energy (zero: lowest compared OMol25 entry of this formula, charge and spin): 143.1 329.0 277.2 17.3 (kJ/mol)